# C15H20N4O3S2Ti

A molecular structure, C15H20N4O3S2Ti (the ωB97M-V functional and the def2-TZVPD basis, the Open Molecules 2025 dataset).

```
45
Properties=species:S:1:pos:R:3:nbo_charge:R:1
C 2.08 2.61 3.21 -0.4285
C 3.26 -1.57 -2.18 0.1849
H -0.60 -0.30 -4.01 0.2656
C 2.75 -1.53 -0.84 -0.2103
N 0.59 -3.81 -2.30 -0.3132
O 0.27 0.66 1.50 -0.6666
H 3.06 1.25 4.59 0.2519
H 1.12 4.37 2.40 0.2533
H -2.95 0.06 -2.15 0.2343
H -1.34 3.18 2.68 0.2707
H -1.23 -2.34 -4.55 0.4453
H 2.90 3.30 3.41 0.2610
H -0.91 -2.84 -3.02 0.4773
H -3.54 -1.02 -4.94 0.2320
H 0.96 -0.17 5.10 0.2468
H -0.41 3.07 1.18 0.2486
S 1.06 -2.54 1.11 0.2422
H -3.25 -3.30 -4.01 0.2540
C -0.40 2.85 2.24 -0.5068
C 1.83 -2.50 -0.45 -0.3480
C -2.65 -0.08 -3.19 -0.4088
H -0.56 1.59 4.36 0.4163
C 1.22 -3.31 -1.48 0.3166
N 3.65 -1.63 -3.26 -0.1348
H 2.36 2.09 2.28 0.1939
C -1.24 -0.73 -3.24 -0.1563
C 1.14 0.39 4.18 -0.2182
H -4.60 -1.01 -3.54 0.2680
C -0.17 1.40 2.46 0.7984
C 2.05 1.61 4.39 -0.4244
H -2.65 0.88 -3.70 0.2623
H 1.53 -0.29 3.43 0.2140
N -0.15 0.95 3.69 -0.5231
H -3.15 -2.64 -2.36 0.2334
H 0.48 3.87 3.95 0.2251
O 0.57 0.02 -1.83 -0.6265
N -1.49 -2.19 -3.58 -0.5165
H 1.73 2.14 5.29 0.2221
Ti 0.82 -0.51 0.16 1.1078
C -0.52 -0.61 -1.92 0.7983
C -2.97 -2.44 -3.42 -0.2194
C -3.57 -1.11 -3.85 -0.4235
O -0.97 -1.14 -0.86 -0.6486
S 3.08 -0.14 0.11 0.2402
C 0.82 3.50 2.98 -0.3906
```

Values from the calculation:
relative energy (zero: lowest compared OMol25 entry of this formula, charge and spin)	9.1	kJ/mol
frontier orbital gap	8.153	eV
E_HOMO	-0.589	hartree
E_LUMO	-7.885	eV
net charge	+2